1.
Molecular formula: C44H131N8O23
Method: DFT, the ωB97M-V functional and the def2-TZVPD basis

```
! wB97M-V def2-TZVPD RIJCOSX def2/J DEFGRID3
* xyz -1 1
C -0.062 0.102 0.052
C 1.275 -0.629 0.117
O 1.151 -2.056 0.436
H 0.097 1.159 -0.065
H -0.657 -0.047 0.943
H -0.622 -0.287 -0.810
H 1.814 -0.130 0.914
H 1.787 -0.488 -0.808
O -5.310 1.487 2.785
H -5.968 2.214 2.932
H -5.708 0.805 2.209
O -3.640 -3.876 1.177
H -2.707 -3.671 1.242
H -3.584 -4.751 0.698
O 3.354 -2.001 -6.903
H 3.023 -2.033 -5.957
H 2.657 -1.467 -7.317
O 4.096 -0.071 4.619
H 3.569 0.720 4.675
H 3.914 -0.571 3.790
C -0.854 -0.729 -7.555
C -0.288 0.236 -6.509
C -1.323 0.805 -5.500
O -2.087 1.891 -6.047
C -1.556 3.144 -5.677
N 0.788 -0.533 -5.873
H -1.158 -1.635 -7.100
H -0.152 -0.886 -8.337
H -1.821 -0.432 -8.027
H 0.074 1.170 -6.992
H -0.821 1.119 -4.610
H -1.995 0.015 -5.067
H -1.790 3.428 -4.666
H -1.901 3.902 -6.398
H -0.486 3.182 -5.887
H 0.354 -1.057 -5.118
H 1.313 0.071 -5.281
C 6.400 1.620 0.184
C 5.145 0.901 0.724
C 3.902 1.764 0.837
O 4.012 2.805 1.803
C 4.131 4.125 1.290
N 4.854 -0.290 -0.075
H 6.189 1.820 -0.889
H 7.243 0.959 0.209
H 6.495 2.580 0.678
H 5.458 0.533 1.670
H 3.060 1.160 1.081
H 3.733 2.177 -0.163
H 3.404 4.399 0.514
H 5.160 4.241 0.799
H 4.100 4.877 2.098
H 4.445 -0.112 -0.988
H 4.291 -0.859 0.560
C -0.262 -8.146 -0.764
C 0.425 -6.854 -0.335
C 1.472 -7.093 0.752
O 0.850 -7.595 1.887
C 1.782 -7.742 2.960
N 0.947 -6.257 -1.555
H 0.596 -8.883 -1.073
H -0.891 -7.984 -1.626
H -0.787 -8.520 0.144
H -0.346 -6.173 0.045
H 2.116 -6.213 1.052
H 2.053 -7.881 0.277
H 2.395 -8.613 2.813
H 1.211 -7.854 3.916
H 2.343 -6.796 3.179
H 1.292 -5.287 -1.366
H 1.724 -6.788 -1.914
C 1.248 4.086 -3.454
C 1.606 3.126 -2.369
C 2.912 2.336 -2.756
O 2.702 1.716 -4.016
C 3.805 0.854 -4.242
N 1.813 3.755 -1.054
H 0.962 3.464 -4.359
H 1.956 4.839 -3.679
H 0.333 4.596 -3.147
H 0.777 2.329 -2.284
H 3.060 1.537 -2.008
H 3.800 2.965 -2.835
H 4.746 1.407 -4.350
H 3.621 0.255 -5.132
H 3.861 0.158 -3.339
H 2.583 4.455 -1.174
H 0.969 4.310 -0.799
C -4.089 -0.276 -0.011
C -5.465 -0.756 -0.483
C -5.382 -1.956 -1.405
O -4.688 -1.608 -2.547
C -5.401 -1.073 -3.622
N -6.235 -1.124 0.737
H -4.204 0.633 0.599
H -3.419 -0.057 -0.828
H -3.616 -1.065 0.540
H -6.066 0.010 -0.916
H -6.397 -2.346 -1.691
H -4.772 -2.730 -0.949
H -4.746 -1.162 -4.504
H -5.575 0.015 -3.443
H -6.373 -1.538 -3.759
H -7.144 -1.474 0.513
H -5.831 -2.021 1.120
C -5.416 4.249 0.372
C -4.065 3.866 -0.194
C -4.078 3.147 -1.587
O -4.594 4.041 -2.570
C -5.120 3.341 -3.722
N -3.284 5.154 -0.320
H -5.943 4.905 -0.349
H -5.283 4.833 1.259
H -6.032 3.344 0.542
H -3.426 3.298 0.526
H -4.792 2.296 -1.525
H -3.105 2.718 -1.897
H -4.360 2.619 -4.106
H -5.334 4.158 -4.462
H -6.077 2.842 -3.424
H -3.482 5.330 -1.273
H -2.313 4.871 -0.291
C -2.912 -0.944 3.986
C -2.496 0.088 5.083
C -1.172 -0.382 5.766
O -0.803 0.659 6.618
C 0.486 0.457 7.215
N -2.491 1.472 4.575
H -4.035 -1.055 4.030
H -2.595 -1.963 4.289
H -2.446 -0.727 3.030
H -3.167 0.020 5.881
H -0.388 -0.788 5.132
H -1.391 -1.275 6.437
H 0.529 1.120 8.114
H 1.223 0.778 6.495
H 0.472 -0.643 7.437
H -3.493 1.737 4.585
H -2.017 2.015 5.311
C 0.736 6.923 1.038
C 0.072 5.993 2.112
C -1.140 6.713 2.777
O -0.873 7.754 3.614
C -0.778 7.541 5.002
N -0.442 4.881 1.386
H -0.037 7.140 0.319
H 1.619 6.465 0.576
H 1.087 7.920 1.437
H 0.802 5.670 2.831
H -1.683 5.985 3.374
H -1.889 7.072 2.033
H -0.287 8.418 5.406
H -0.131 6.718 5.276
H -1.775 7.360 5.418
H 0.160 4.070 1.372
H -1.269 4.437 1.892
C -1.616 -3.731 -2.994
C -1.109 -2.581 -2.140
O 0.259 -2.630 -1.969
O -1.797 -4.957 -2.277
H -0.781 -3.923 -3.690
H -2.488 -3.498 -3.590
H -1.707 -2.572 -1.179
H -1.374 -1.563 -2.582
H 0.544 -2.400 -1.038
H -0.965 -5.465 -2.287
C -0.196 -3.987 2.753
C 0.137 -2.835 3.627
O 1.162 -2.001 3.079
O -0.918 -3.585 1.586
H -0.731 -4.625 3.420
H 0.713 -4.530 2.426
H 0.523 -3.303 4.507
H -0.763 -2.284 3.960
H 1.073 -2.018 2.044
H -0.416 -2.969 0.978
C 4.862 -2.617 2.567
C 4.722 -3.794 1.713
O 3.384 -4.359 1.953
O 3.809 -1.696 2.336
H 5.874 -2.222 2.349
H 4.813 -2.854 3.625
H 5.390 -4.554 1.974
H 5.011 -3.435 0.686
H 2.948 -4.541 1.078
H 2.965 -2.084 2.714
C 3.929 -3.565 -1.559
C 3.454 -3.418 -3.023
O 2.780 -2.233 -3.307
O 2.863 -3.718 -0.618
H 4.584 -2.626 -1.384
H 4.621 -4.414 -1.461
H 2.955 -4.372 -3.246
H 4.387 -3.463 -3.617
H 1.865 -2.282 -2.902
H 2.354 -2.900 -0.243
C 1.013 2.286 3.830
C 0.457 1.604 2.573
O -0.844 2.063 2.282
O 2.388 2.484 3.947
H 0.649 1.795 4.744
H 0.476 3.243 3.817
H 0.522 0.554 2.730
H 1.065 1.926 1.714
H -1.477 1.793 3.029
H 2.786 2.430 3.065
*
```

Summary:
* highest occupied orbital energy: -6.74 eV
* gap between HOMO and LUMO: 8.8 eV
* LUMO energy: 2.09 eV

Results of the Mulliken charge analysis, in e, for atoms 1 through 99: -0.15 1.95 0.90 0.40 -0.90 -0.40 -1.01 0.25 -0.51 0.24 0.25 -0.67 0.20 0.31 -0.71 0.27 0.34 -0.81 0.39 0.21 -1.63 0.59 0.09 -0.46 -0.67 -0.08 0.35 0.35 0.36 0.30 0.00 0.10 0.13 0.39 0.29 -0.10 0.01 -1.78 0.55 1.94 -0.48 -0.19 -0.27 0.23 0.47 0.30 0.40 -1.37 -0.12 -0.32 0.22 0.37 0.24 -0.63 -1.48 0.87 0.18 -0.40 -0.63 -0.60 0.29 0.41 0.28 -0.14 -0.02 0.57 0.33 0.26 0.12 -0.11 0.32 -1.51 0.76 -0.32 -0.40 -0.43 0.39 0.01 0.41 0.49 -0.51 -0.18 0.45 0.36 0.31 0.01 0.34 -0.15 -0.27 0.81 -1.10 0.06 -0.63 -0.76 -0.39 0.31 0.10 0.30 0.34

2.
Molecular formula: C44H26F4N9OP2PdSe2
Method: DFT, the ωB97M-V functional and the def2-TZVPD basis

```
! wB97M-V def2-TZVPD RIJCOSX def2/J DEFGRID3
* xyz 3 1
Pd 0.920 1.026 -1.816
Se -1.392 0.760 3.575
P -2.014 -1.357 2.833
C -3.738 -1.571 2.643
C -4.387 -1.093 1.497
C -5.764 -1.177 1.423
C -6.485 -1.717 2.483
C -5.839 -2.185 3.623
C -4.463 -2.113 3.714
C -1.153 -2.696 3.565
C 0.055 -2.489 4.241
C 0.730 -3.577 4.762
C 0.206 -4.856 4.603
C -0.989 -5.061 3.924
C -1.685 -3.983 3.405
C -1.229 -0.668 1.317
C -0.739 -0.727 0.026
N -0.176 0.487 -0.210
N -0.233 1.255 0.851
N -0.874 0.559 1.744
P -0.754 -2.015 -1.255
Se 0.111 -1.054 -2.972
C 0.146 -3.385 -0.548
C 0.080 -4.614 -1.211
C 0.830 -5.681 -0.749
C 1.648 -5.528 0.363
C 1.726 -4.305 1.015
C 0.980 -3.229 0.560
C -2.471 -2.461 -1.481
C -3.008 -3.585 -0.851
C -4.356 -3.873 -1.003
C -5.161 -3.044 -1.772
C -4.630 -1.919 -2.392
C -3.284 -1.623 -2.251
H -3.829 -0.674 0.668
H -6.278 -0.819 0.542
H -7.564 -1.770 2.423
H -6.412 -2.600 4.440
H -3.962 -2.470 4.607
H 0.455 -1.492 4.374
H 1.653 -3.430 5.306
H 0.730 -5.704 5.025
H -1.387 -6.059 3.811
H -2.622 -4.141 2.885
H -0.541 -4.738 -2.091
H 0.784 -6.632 -1.263
H 2.238 -6.364 0.713
H 2.382 -4.186 1.866
H 1.068 -2.275 1.063
H -2.380 -4.246 -0.268
H -4.772 -4.757 -0.540
H -6.208 -3.284 -1.902
H -5.257 -1.290 -3.007
H -2.860 -0.767 -2.761
N -1.602 7.493 -3.665
C -1.982 6.697 -2.648
O -2.899 6.918 -1.889
C -1.205 5.412 -2.477
C -0.911 5.006 -1.179
C -0.296 3.792 -0.981
N 0.006 2.968 -1.998
C -0.272 3.357 -3.248
C -0.874 4.569 -3.525
H -2.087 8.368 -3.791
H -0.744 7.343 -4.167
H -1.172 5.641 -0.344
H -0.041 3.451 0.011
H -0.015 2.668 -4.043
H -1.088 4.834 -4.551
F 5.024 5.748 -1.982
C 5.416 4.588 -1.482
C 6.605 4.511 -0.842
F 7.333 5.593 -0.728
C 7.127 3.264 -0.308
C 6.240 2.123 -0.462
C 5.068 2.214 -1.120
F 4.276 1.141 -1.198
C 4.591 3.435 -1.698
C 3.410 3.494 -2.426
C 2.751 2.335 -2.883
N 2.238 1.432 -3.424
C 2.757 4.702 -2.830
N 2.133 5.624 -3.115
F 6.574 0.976 0.083
C 8.359 3.170 0.274
C 8.907 1.937 0.751
N 9.349 0.959 1.160
C 9.229 4.285 0.475
N 9.952 5.148 0.705
*
```

Summary:
* highest occupied orbital energy (spin up / spin down): -15.61 / -15.61 eV
* gap between HOMO and LUMO (spin up / spin down): 5.8 / 5.8 eV
* energy relative to the best compared isomer or geometry (same formula, charge and spin): 29.4 kcal/mol
* LUMO energy (spin up / spin down): -9.82 / -9.82 eV

The molecule's Mulliken atomic charges, reported in e, are given here: 0.25 0.08 0.04 1.06 -0.46 -0.71 -0.60 -0.80 -0.36 1.05 -0.20 -0.85 -0.51 -0.84 -0.31 0.79 -0.78 0.83 -1.13 0.34 0.71 -0.34 0.58 -0.31 -0.83 -0.67 -0.71 -0.22 0.67 -0.11 -0.82 -0.63 -0.78 -0.44 0.32 0.51 0.46 0.45 0.51 0.37 0.46 0.49 0.49 0.46 0.52 0.46 0.47 0.52 0.45 0.46 0.48 0.48 0.47 0.38 -0.33 -0.11 -0.57 0.80 -0.71 -0.64 0.34 -0.56 -0.61 0.25 0.22 0.51 0.55 0.54 0.52 -0.28 -0.10 0.34 -0.24 0.09 0.07 0.35 -0.22 0.78 1.24 -0.01 -0.59 -0.46 -0.42 -0.26 1.31 -0.17 -0.36 -0.19 -0.31

3.
Molecular formula: C44H30N8O2Se2V
Method: DFT, the ωB97M-V functional and the def2-TZVPD basis

```
! wB97M-V def2-TZVPD RIJCOSX def2/J DEFGRID3
* xyz 0 4
V 0.528 -0.466 -0.085
O -1.638 -6.424 2.676
C -2.227 -5.841 1.757
O -3.207 -6.144 1.064
C -1.512 -4.549 1.280
C -0.462 -4.024 2.022
C 0.110 -2.834 1.611
N -0.332 -2.226 0.504
C -1.307 -2.736 -0.258
C -1.929 -3.913 0.121
C -1.616 -1.956 -1.487
C -2.502 -2.418 -2.445
C -2.713 -1.651 -3.581
C -2.048 -0.448 -3.724
C -1.191 -0.039 -2.716
N -0.974 -0.781 -1.631
C 1.295 -2.188 2.241
C 1.883 -2.709 3.386
C 3.029 -2.115 3.884
C 3.569 -1.022 3.226
C 2.922 -0.554 2.098
N 1.809 -1.111 1.619
H -0.154 -4.591 2.890
H -2.746 -4.370 -0.420
H -3.010 -3.361 -2.310
H -3.400 -1.994 -4.344
H -2.201 0.186 -4.586
H -0.675 0.914 -2.738
H 1.448 -3.567 3.876
H 3.499 -2.508 4.776
H 4.466 -0.533 3.575
H 3.296 0.311 1.560
C 3.416 -2.855 -2.466
C 2.279 -2.416 -1.767
N 2.093 -1.167 -1.412
C 3.031 -0.224 -1.749
C 4.209 -0.585 -2.433
C 4.378 -1.943 -2.783
C 5.163 0.409 -2.755
C 4.928 1.704 -2.405
C 3.738 2.077 -1.745
C 2.778 1.149 -1.436
N 1.521 1.419 -0.855
C 1.168 3.185 0.753
C 1.790 4.379 0.969
C 2.036 4.874 2.269
C 1.595 4.179 3.353
C 0.914 2.948 3.180
C 0.360 2.256 4.281
C -0.347 1.113 4.072
C -0.428 0.617 2.758
N 0.108 1.196 1.715
C 0.736 2.411 1.885
H 3.509 -3.900 -2.727
H 1.504 -3.118 -1.478
H 5.277 -2.240 -3.310
H 6.066 0.122 -3.278
H 5.656 2.471 -2.635
H 3.581 3.109 -1.473
H 2.056 4.972 0.102
H 2.534 5.827 2.393
H 1.724 4.564 4.358
H 0.485 2.667 5.276
H -0.820 0.571 4.879
H -0.945 -0.318 2.573
Se -3.212 3.034 0.162
Se -4.056 1.280 -1.085
C -4.068 -0.205 0.153
C -4.971 -1.227 -0.154
C -5.039 -2.325 0.681
C -4.233 -2.359 1.810
C -3.380 -1.294 2.026
N -3.272 -0.239 1.208
C -1.451 3.314 -0.633
C -1.197 4.578 -1.152
C 0.006 4.661 -1.893
C 0.972 3.713 -1.776
C 0.781 2.721 -0.671
N -0.602 2.316 -0.588
H -5.606 -1.149 -1.027
H -5.718 -3.140 0.465
H -4.253 -3.196 2.495
H -2.737 -1.287 2.901
H -1.959 5.340 -1.192
H 0.133 5.459 -2.618
H 1.826 3.704 -2.431
H 1.544 1.108 0.123
*
```

Summary:
* highest occupied orbital energy (spin up / spin down): -6.45 / -6.44 eV
* ⟨S²⟩: 3.7624
* gap between HOMO and LUMO (spin up / spin down): 5.6 / 5.4 eV
* energy relative to the best compared isomer or geometry (same formula, charge and spin): 61.8 kcal/mol
* LUMO energy (spin up / spin down): -0.83 / -1.03 eV

The molecule's Mulliken atomic charges, reported in e, are given here: 0.25 -0.74 0.24 -0.72 -0.92 -0.68 0.17 1.30 0.10 -0.41 0.17 -0.66 -0.76 -0.91 -0.29 0.65 0.50 -0.86 -0.71 -1.05 -0.20 0.69 0.74 0.73 0.51 0.45 0.49 0.24 0.49 0.47 0.48 0.41 -1.18 -0.14 0.54 -0.47 0.99 -0.70 -0.87 -1.13 -0.15 0.11 0.90 0.38 -0.59 -1.12 -0.90 1.32 -1.20 -1.35 0.47 1.20 -0.68 0.45 0.53 0.45 0.42 0.43 0.56 0.53 0.43 0.41 0.44 0.56 -0.26 -0.06 -0.02 0.35 -0.67 -0.37 -0.87 -0.26 0.03 -0.07 -1.31 -0.37 -2.03 1.91 0.23 0.41 0.45 0.45 0.52 0.47 0.41 0.44 -0.14

4.
Molecular formula: C44H31BrCl5CsN12O7S4Se
Method: DFT, the ωB97M-V functional and the def2-TZVPD basis

```
! wB97M-V def2-TZVPD RIJCOSX def2/J DEFGRID3
* xyz -2 1
Cs 0.929 1.556 -1.065
Br -3.861 2.887 -0.318
C -2.921 3.694 -1.765
C -3.661 4.165 -2.842
C -2.959 4.781 -3.862
C -1.583 4.904 -3.757
C -0.947 4.393 -2.633
N -1.620 3.782 -1.650
C 0.587 4.521 -2.512
O 1.154 4.994 -3.530
O 1.106 4.126 -1.458
H -4.734 4.045 -2.865
H -3.485 5.162 -4.730
H -0.980 5.380 -4.516
O 0.669 -1.163 -7.406
C 0.647 0.146 -7.541
O 0.439 0.684 -8.613
C 0.901 0.959 -6.322
C 0.912 2.340 -6.342
N 1.172 2.753 -5.097
N 1.331 1.735 -4.247
C 1.174 0.631 -4.967
C 1.319 -0.717 -4.291
O 1.158 -1.730 -5.024
O 1.593 -0.723 -3.076
H 0.872 -1.429 -6.423
H 0.750 3.019 -7.162
H 1.221 3.705 -4.700
N 1.807 1.881 3.608
C 2.957 2.118 2.947
N 3.234 1.700 1.744
C 4.516 2.057 1.386
C 5.221 2.758 2.309
S 4.254 3.002 3.720
C 5.032 1.660 0.064
C 6.219 2.059 -0.460
S 6.435 1.350 -2.019
C 4.881 0.574 -1.851
N 4.278 0.823 -0.728
N 4.394 -0.255 -2.807
H 1.005 1.465 3.136
H 1.586 2.412 4.431
H 6.229 3.128 2.247
H 6.947 2.730 -0.040
H 4.745 -0.126 -3.741
H 3.389 -0.459 -2.763
Cl 1.138 -1.181 2.435
C 0.501 -1.470 4.035
C 1.082 -2.507 4.743
C 0.594 -2.852 5.993
C -0.476 -2.138 6.510
C -1.029 -1.099 5.785
Cl -2.373 -0.264 6.526
C -0.581 -0.692 4.507
S -1.286 0.607 3.614
H 1.903 -3.049 4.294
H 1.032 -3.671 6.549
H -0.895 -2.382 7.477
Cl 1.017 -7.036 -1.666
C -0.296 -6.044 -1.098
C -0.347 -4.707 -1.440
C -1.390 -3.937 -0.951
C -2.400 -4.468 -0.145
C -3.520 -3.619 0.420
C -4.212 -2.679 -0.572
N -3.376 -1.674 -1.190
C -3.010 -1.640 -2.518
C -2.138 -0.600 -2.637
N -1.978 0.017 -1.422
C -2.736 -0.639 -0.582
O -3.195 -2.898 1.602
C -1.833 -2.713 1.981
C -1.249 -3.927 2.648
C -1.794 -4.581 3.709
Cl -3.232 -4.168 4.552
S -0.866 -5.930 4.221
C 0.303 -5.630 3.003
C -0.022 -4.546 2.255
C -2.295 -5.823 0.173
Cl -3.446 -6.598 1.232
C -1.260 -6.617 -0.290
H 0.417 -4.262 -2.062
H -1.396 -2.886 -1.203
H -4.317 -4.300 0.727
H -5.022 -2.190 -0.028
H -4.656 -3.271 -1.375
H -3.370 -2.370 -3.222
H -1.609 -0.270 -3.516
H -2.842 -0.425 0.472
H -1.849 -1.857 2.660
H -1.206 -2.422 1.137
H 1.168 -6.266 2.906
H 0.587 -4.169 1.447
H -1.200 -7.658 -0.007
Se -2.817 4.036 4.313
N -1.379 4.969 4.801
C -0.525 4.842 3.805
C 0.782 5.427 3.762
C 1.530 5.192 2.664
C 1.021 4.354 1.600
N -0.144 3.795 1.593
C -0.956 4.054 2.669
N -2.172 3.559 2.742
H 1.128 6.028 4.594
H 2.528 5.596 2.562
H 1.654 4.173 0.738
*
```

Summary:
* highest occupied orbital energy: -2.71 eV
* gap between HOMO and LUMO: 5.9 eV
* energy relative to the best compared isomer or geometry (same formula, charge and spin): 0.0 kcal/mol
* LUMO energy: 3.17 eV

Results of the Mulliken charge analysis, in e, for atoms 1 through 99: 1.20 -0.16 0.14 -0.58 -0.46 -0.62 0.77 0.06 -0.22 -1.04 -0.46 0.43 0.40 0.49 -0.61 0.40 -0.69 0.67 -0.90 0.15 -0.16 -0.07 0.74 -0.91 -0.83 0.46 0.53 0.11 0.13 0.45 -0.11 0.09 -0.48 -0.31 0.13 -0.53 -0.31 0.56 -0.34 -0.36 -0.45 0.24 0.39 0.38 0.28 0.23 0.00 0.81 -0.87 -0.39 -0.81 0.47 -0.27 -0.89 0.08 0.42 0.39 0.40 -0.26 0.65 -1.63 0.07 -0.41 -0.20 -1.53 0.43 -0.59 -0.57 0.06 -0.67 -0.42 -0.58 0.65 0.96 -0.23 -0.26 -0.65 -0.75 0.87 -0.23 -0.88 0.69 0.78 0.85 0.33 0.42 0.37 0.44 0.61 -0.09 0.20 0.45 0.50 0.44 0.26 -0.93 1.03 -0.69 -0.79

What are the strongest force on any atom values for these records? In order: 0.066; 0.025; 0.019; 0.026 hartree/bohr.